Entry 1:
# CH3N4O

A structure of composition CH3N4O (ωB97M-V/def2-TZVPD, the OMol25 dataset).

Atoms and positions in Å:
C: -0.587 0.535 0.037
N: 1.653 -0.847 -0.110
N: 0.633 -1.295 0.135
N: 0.429 1.093 -0.027
N: -1.835 0.334 -0.052
O: 1.629 0.858 0.085
H: 2.626 -0.879 -0.044
H: -2.457 0.579 0.744
H: -2.091 -0.377 -0.767

Properties
Total charge: +1
Frontier orbital gap, eV: 9.9
Highest occupied orbital energy, Eh: -0.5603
Energy above the lowest of the compared OMol25 structures with the same formula, charge and spin, kJ/mol: 329.44
Spin multiplicity: 1

natural (NBO) population analysis, charges in e, atoms 1 to 5:
1. C 0.543
2. N -0.036
3. N 0.089
4. N 0.058
5. N -0.762

---

Entry 2:
# CH3N4S

A cluster of 2 separate species, CH3N4S in total (ωB97M-V/def2-TZVPD, the OMol25 dataset).

Atoms and positions in Å:
C: -0.193 0.311 0.455
N: -1.776 -1.186 0.010
N: -1.393 1.007 0.154
N: -0.428 -1.097 0.041
N: -2.261 0.051 0.117
S: -3.905 0.145 0.032
H: 0.631 0.865 -0.011
H: 0.018 -0.007 1.594
H: 0.228 -1.246 -1.407

Properties
Total charge: -1
Frontier orbital gap (alpha / beta), eV: 7.2 / 7.3
Highest occupied orbital energy (alpha / beta), Eh: -0.1164 / -0.1168
Energy above the lowest of the compared OMol25 structures with the same formula, charge and spin, kJ/mol: 425.38
Spin multiplicity: 1

natural (NBO) population analysis, charges in e, atoms 1 to 5:
1. C -0.141
2. N -0.199
3. N -0.353
4. N -0.345
5. N -0.049

---

Entry 3:
# CH3N5

The molecule CH3N5 (ωB97M-V/def2-TZVPD, the OMol25 dataset).

Atoms and positions in Å:
H: 2.169 0.231 -0.361
N: 1.584 1.153 -0.557
C: 0.402 0.739 -0.223
N: -0.825 1.340 -0.210
N: -1.685 0.498 -0.140
N: -1.098 -0.822 -0.110
N: 0.251 -0.667 -0.027
H: -1.514 -1.292 0.852
H: 0.716 -1.181 0.776

Properties
Total charge: 0
SMILES: [H]/N=c1/nn[nH][nH]1
Frontier orbital gap, eV: 9.0
Highest occupied orbital energy, Eh: -0.3338
Energy above the lowest of the compared OMol25 structures with the same formula, charge and spin, kJ/mol: 279.02
Spin multiplicity: 1

natural (NBO) population analysis, charges in e, atoms 1 to 5:
1. H 0.328
2. N -0.610
3. C 0.431
4. N -0.195
5. N 0.065

---

Entry 4:
# CH3N5

The molecule CH3N5 (ωB97M-V/def2-TZVPD, the OMol25 dataset).

Atoms and positions in Å:
N: 1.437 -1.399 -0.207
C: 0.496 -0.483 -0.250
N: -0.611 -0.662 0.517
N: -1.373 0.438 0.651
N: -0.734 1.304 -0.215
N: 0.442 0.843 -0.522
H: 1.326 -2.050 0.392
H: 2.514 -1.034 -0.217
H: -0.946 2.315 -0.248

Properties
Total charge: 0
SMILES: Nc1nn[nH]n1
Frontier orbital gap, eV: 10.1
Highest occupied orbital energy, Eh: -0.3352
Energy above the lowest of the compared OMol25 structures with the same formula, charge and spin, kJ/mol: 177.18
Spin multiplicity: 1

natural (NBO) population analysis, charges in e, atoms 1 to 5:
1. N -0.773
2. C 0.420
3. N -0.316
4. N -0.040
5. N -0.184